# 1
Here is a 2-piece molecular cluster, C4H6INO overall from the Open Molecules 2025 dataset. Energies are from ωB97M-V/def2-TZVPD.

Computed properties:
Electronic energy = -583.6575 a.u.
E_LUMO = 0.013 hartree
Energy above the lowest of the compared OMol25 structures with the same formula, charge and spin = 162.8 kJ/mol
HOMO level = -9.4 eV
Gap between HOMO and LUMO = 0.358 Ha

Positions of all 13 atoms, in Å:
1 I -1.714 1.822 0.137
2 C -0.798 -0.145 -0.309
3 C -0.090 -0.973 0.616
4 C -1.420 -1.396 0.041
5 H -0.464 -0.011 -1.348
6 H -0.161 -0.754 1.695
7 H 0.805 -1.538 0.277
8 H -1.476 -2.167 -0.718
9 H -2.285 -1.273 0.654
10 N 1.959 1.947 -0.876
11 C 1.961 1.601 0.250
12 O 1.951 1.370 1.370
13 H 1.732 1.518 -1.788



# 2
Here is C22H39MnN3O2SSbSi3 as an isolated structure from the Open Molecules 2025 dataset. Energies are from ωB97M-V/def2-TZVPD.

Computed properties:
<S²> = 8.758
Electronic energy = -3834.6259 a.u.
E_LUMO (spin up / spin down) = 0.089 / 0.089 hartree
Energy above the lowest of the compared OMol25 structures with the same formula, charge and spin = 72.8 kJ/mol
HOMO level (spin up / spin down) = -4.0 / -4.2 eV
Spin multiplicity = 6
Gap between HOMO and LUMO (spin up / spin down) = 0.236 / 0.243 Ha
Total charge = -1

Positions of all 72 atoms, in Å:
1 Mn 1.164 0.060 -0.997
2 C 2.595 3.451 -3.253
3 C 2.679 2.321 -2.245
4 O 1.564 1.980 -1.704
5 C 3.909 1.752 -1.996
6 C 4.181 0.647 -1.114
7 C 5.611 0.205 -0.956
8 N 3.235 0.044 -0.472
9 N 3.629 -0.970 0.409
10 C 2.581 -1.555 0.912
11 O 1.341 -1.305 0.654
12 C 2.845 -2.636 1.923
13 C 1.787 -3.121 2.682
14 C 1.992 -4.119 3.630
15 C 3.261 -4.649 3.819
16 C 4.322 -4.174 3.053
17 C 4.115 -3.174 2.114
18 H 1.635 3.957 -3.151
19 H 2.668 3.046 -4.266
20 H 3.405 4.171 -3.119
21 H 4.755 2.167 -2.529
22 H 6.263 0.775 -1.616
23 H 5.695 -0.859 -1.177
24 H 5.935 0.331 0.079
25 H 0.801 -2.709 2.510
26 H 1.158 -4.486 4.217
27 H 3.423 -5.429 4.553
28 H 5.314 -4.590 3.187
29 H 4.929 -2.790 1.512
30 C -1.659 -0.399 3.411
31 Si -2.251 0.977 2.301
32 C -1.605 2.617 2.934
33 C -4.112 1.062 2.342
34 Sb -1.155 0.647 0.040
35 Si -2.227 2.492 -1.358
36 C -4.086 2.674 -1.234
37 C -1.447 4.101 -0.828
38 C -1.761 2.109 -3.125
39 Si -2.487 -1.403 -0.757
40 C -1.737 -2.804 0.206
41 C -2.246 -1.630 -2.585
42 C -4.323 -1.317 -0.414
43 H -1.722 -0.097 4.462
44 H -0.619 -0.649 3.181
45 H -2.258 -1.305 3.278
46 H -1.726 2.687 4.021
47 H -2.144 3.452 2.475
48 H -0.545 2.734 2.699
49 H -4.414 1.346 3.357
50 H -4.577 0.108 2.098
51 H -4.495 1.813 1.645
52 H -4.388 3.040 -0.248
53 H -4.606 1.730 -1.422
54 H -4.420 3.401 -1.984
55 H -1.851 4.439 0.131
56 H -1.632 4.881 -1.575
57 H -0.365 3.975 -0.725
58 H -2.448 1.379 -3.561
59 H -0.749 1.697 -3.169
60 H -1.779 3.014 -3.742
61 H -0.647 -2.783 0.103
62 H -2.110 -3.773 -0.142
63 H -1.968 -2.702 1.271
64 H -1.228 -1.366 -2.884
65 H -2.952 -1.018 -3.154
66 H -2.407 -2.681 -2.850
67 H -4.537 -1.515 0.639
68 H -4.827 -2.085 -1.011
69 H -4.752 -0.345 -0.673
70 S 1.897 -3.471 -4.041
71 C 1.455 -2.160 -3.186
72 N 1.117 -1.213 -2.584



# 3
Here is one molecule with the formula CH2N2O4 from the Open Molecules 2025 dataset. Energies are from ωB97M-V/def2-TZVPD.

Computed properties:
Electronic energy = -449.5634 a.u.
E_LUMO = -0.005 hartree
Energy above the lowest of the compared OMol25 structures with the same formula, charge and spin = 328.8 kJ/mol
HOMO level = -10.8 eV
Gap between HOMO and LUMO = 0.393 Ha

Positions of all 9 atoms, in Å:
1 O -2.134 -1.855 -0.431
2 N -1.456 -0.925 -0.505
3 O -0.778 -0.578 0.688
4 C 0.069 0.563 0.492
5 N 1.244 0.240 -0.426
6 O 1.423 -0.930 -0.644
7 O 1.908 1.118 -0.800
8 H -0.640 1.449 0.132
9 H 0.363 0.919 1.495



# 4
Here is C5H12FGaO2 as an isolated structure from the Open Molecules 2025 dataset. Energies are from ωB97M-V/def2-TZVPD.

Computed properties:
Electronic energy = -2372.0252 a.u.
E_LUMO (spin up / spin down) = -0.442 / -0.443 hartree
HOMO level (spin up / spin down) = -19.2 / -19.3 eV
Gap between HOMO and LUMO (spin up / spin down) = 0.266 / 0.266 Ha
Total charge = +2

Positions of all 21 atoms, in Å:
1 F 1.114 2.173 -0.501
2 C -0.097 -0.882 2.021
3 O 0.225 0.139 1.065
4 C 0.120 1.487 1.544
5 C 1.164 2.359 0.911
6 H 0.021 -1.882 1.589
7 H 0.597 -0.750 2.857
8 H -1.162 -0.774 2.253
9 H 0.271 1.509 2.631
10 H -0.895 1.824 1.288
11 H 2.178 2.047 1.181
12 H 0.983 3.418 1.116
13 Ga 1.414 -0.096 -0.651
14 C -0.477 -2.103 -2.752
15 O -1.073 -1.711 -1.544
16 C -0.804 -0.382 -1.184
17 H -0.671 -3.172 -2.895
18 H -0.895 -1.539 -3.603
19 H 0.616 -1.929 -2.739
20 H -1.661 -0.066 -0.571
21 H -0.968 0.328 -2.017



# 5
Here is a 11-piece molecular cluster, C11H44O11 overall from the Open Molecules 2025 dataset. Energies are from ωB97M-V/def2-TZVPD.

Computed properties:
Electronic energy = -1272.8959 a.u.
E_LUMO = 0.016 hartree
Energy above the lowest of the compared OMol25 structures with the same formula, charge and spin = 302.9 kJ/mol
HOMO level = -9.2 eV
Gap between HOMO and LUMO = 0.356 Ha

Positions of all 66 atoms, in Å:
1 C -0.592 -2.849 -1.653
2 O -1.164 -2.421 -2.879
3 H -1.135 -2.487 -0.782
4 H -0.543 -3.933 -1.537
5 H 0.422 -2.454 -1.559
6 H -0.784 -2.926 -3.602
7 C 1.850 4.638 -2.626
8 O 0.898 4.293 -1.590
9 H 2.550 3.835 -2.866
10 H 1.317 4.952 -3.522
11 H 2.551 5.405 -2.293
12 H 0.934 3.336 -1.501
13 C 3.394 -1.296 2.244
14 O 4.616 -0.951 1.540
15 H 2.511 -0.859 1.778
16 H 3.158 -2.358 2.306
17 H 3.574 -0.888 3.239
18 H 5.189 -0.646 2.246
19 C -2.298 -1.780 3.378
20 O -1.329 -1.255 2.467
21 H -3.265 -1.723 2.876
22 H -2.080 -2.830 3.572
23 H -2.274 -1.264 4.337
24 H -1.219 -0.362 2.812
25 C 2.329 -0.005 -2.947
26 O 3.212 -0.013 -1.855
27 H 2.801 0.337 -3.869
28 H 1.857 -0.968 -3.160
29 H 1.514 0.712 -2.827
30 H 2.770 -0.180 -1.019
31 C -1.841 0.685 -4.317
32 O -0.722 1.337 -3.730
33 H -2.378 1.405 -4.940
34 H -1.484 -0.148 -4.922
35 H -2.610 0.343 -3.625
36 H 0.002 1.143 -4.329
37 C -0.505 0.243 0.174
38 O 0.033 1.210 -0.713
39 H -1.551 0.484 0.385
40 H -0.524 -0.785 -0.192
41 H 0.062 0.303 1.103
42 H -0.549 1.077 -1.472
43 C -2.029 2.292 2.724
44 O -2.168 1.210 3.626
45 H -2.949 2.590 2.213
46 H -1.741 3.218 3.228
47 H -1.273 2.148 1.955
48 H -2.767 1.483 4.325
49 C -4.124 -0.272 0.544
50 O -4.871 -1.364 1.062
51 H -4.751 0.502 0.098
52 H -3.673 0.286 1.365
53 H -3.331 -0.643 -0.106
54 H -5.417 -1.827 0.424
55 C 3.498 2.043 0.600
56 O 2.168 2.425 0.747
57 H 3.889 1.969 -0.418
58 H 4.176 2.646 1.205
59 H 3.694 1.036 0.977
60 H 1.567 1.780 0.358
61 C 0.251 -3.977 1.918
62 O 0.690 -2.771 1.232
63 H -0.802 -4.260 1.872
64 H 0.831 -4.794 1.490
65 H 0.497 -3.874 2.977
66 H -0.063 -2.199 1.455



# 6
Here is a 3-piece molecular cluster, C3H12NO2S overall from the Open Molecules 2025 dataset. Energies are from ωB97M-V/def2-TZVPD.

Computed properties:
Electronic energy = -724.9298 a.u.
E_LUMO = 0.124 hartree
Energy above the lowest of the compared OMol25 structures with the same formula, charge and spin = 141.1 kJ/mol
HOMO level = -2.6 eV
Gap between HOMO and LUMO = 0.221 Ha
Total charge = -1

Positions of all 19 atoms, in Å:
1 C -0.398 -0.238 -0.445
2 C 1.045 -0.139 -0.930
3 S 1.109 0.326 -2.720
4 C -0.939 -1.668 -0.690
5 N -1.297 -2.341 0.584
6 H -1.086 0.378 -1.017
7 H -0.441 0.122 0.569
8 H 1.452 -1.173 -0.886
9 H 1.683 0.537 -0.336
10 H -0.335 -2.390 -1.257
11 H -1.771 -1.553 -1.423
12 H -0.727 -1.935 1.310
13 H -2.272 -2.243 0.823
14 H 0.528 3.259 -1.516
15 H -0.723 2.890 -0.767
16 O 0.128 3.326 -0.630
17 H 0.852 1.508 3.362
18 H 1.618 0.443 2.558
19 O 1.574 0.892 3.411



# 7
Here is one molecule with the formula C3H6N2O from the Open Molecules 2025 dataset. Energies are from ωB97M-V/def2-TZVPD.

Computed properties:
Electronic energy = -302.6289 a.u.
E_LUMO = 0.031 hartree
Energy above the lowest of the compared OMol25 structures with the same formula, charge and spin = 168.7 kJ/mol
HOMO level = -9.1 eV
Gap between HOMO and LUMO = 0.365 Ha

Positions of all 12 atoms, in Å:
1 C -2.183 -0.379 -0.644
2 N -1.197 0.454 -0.053
3 C -0.002 0.568 0.287
4 N 1.134 -0.283 0.402
5 C 2.431 0.203 0.527
6 O 3.417 -0.492 0.419
7 H -3.149 0.049 -0.348
8 H -2.145 -0.272 -1.734
9 H -2.156 -1.441 -0.391
10 H 0.248 1.590 0.560
11 H 1.104 -1.283 0.239
12 H 2.497 1.286 0.736



Q: What is the electronic energy in the fourth record?
A: -2372.0252 a.u.



Q: Which formula does entry 5 have?
A: C11H44O11



Q: electronic energy of number 5 (C11H44O11)?
A: -1272.8959 a.u.



Q: Number 4 is which compound?
A: C5H12FGaO2